{"formula": "C4H6N2O", "method": "ωB97M-V/def2-TZVPD", "smiles": "N[C@@H]1NC=CC1=O", "homo_lumo_gap_ha": 0.34614, "multiplicity": 1, "homo_energy_ev": -8.8, "species": ["N", "C", "N", "C", "C", "C", "O", "H", "H", "H", "H", "H", "H"], "xyz": [[-1.141404, -0.489469, 1.593230], [-0.703614, 0.004759, 0.313147], [-0.206548, -1.042884, -0.560894], [0.783617, -0.504228, -1.344717], [1.218921, 0.709611, -0.926602], [0.438171, 1.048253, 0.259285], [0.563060, 1.940687, 1.076759], [-1.363791, 0.313805, 2.177178], [-0.372320, -0.972920, 2.048235], [-1.556185, 0.512438, -0.168074], [-0.849108, -1.722983, -0.938047], [1.149810, -1.077594, -2.190938], [2.039390, 1.280525, -1.338562]], "atomic_forces_ev_per_a": [[0.2, 0.1, 0.1], [-0.1, 0.1, 0.0], [0.0, 0.0, -0.1], [0.0, 0.0, 0.0], [0.0, -0.1, 0.0], [0.0, 0.3, 0.2], [0.0, -0.4, -0.4], [0.0, -0.1, 0.0], [0.0, 0.0, 0.0], [0.1, -0.1, 0.0], [0.1, 0.1, 0.0], [0.0, 0.1, 0.1], [-0.1, -0.1, 0.1]]}

{"formula": "C2H7NOS", "method": "ωB97M-V/def2-TZVPD", "smiles": "CC(N)=O.S", "homo_lumo_gap_ha": 0.37536, "multiplicity": 1, "homo_energy_ev": -9.4, "species": ["C", "C", "N", "O", "H", "H", "H", "H", "H", "S", "H", "H"], "xyz": [[-0.975380, -0.128624, 1.053639], [-0.233267, 1.161990, 0.825037], [-0.548240, 2.214157, 1.644657], [0.593267, 1.268126, -0.058100], [-1.713722, -0.013087, 1.841013], [-0.228501, -0.878184, 1.314032], [-1.473838, -0.478738, 0.154742], [-0.679014, 2.062100, 2.631246], [-0.037564, 3.053567, 1.435189], [0.599594, -2.067969, -1.627337], [0.636556, -0.779767, -1.230101], [-0.088230, -1.729550, -2.733557]], "atomic_forces_ev_per_a": [[0.1, 0.1, 0.5], [0.1, -0.3, -0.2], [0.0, 0.2, 0.1], [-0.1, 0.1, -0.3], [0.0, -0.2, 0.1], [-0.1, -0.1, 0.1], [0.1, 0.2, -0.1], [-0.4, -0.2, -0.1], [0.3, 0.1, 0.0], [-0.1, 0.3, -0.2], [0.1, -0.1, 0.0], [0.1, -0.1, 0.1]]}

{"formula": "C19H39Br16I2P", "method": "ωB97M-V/def2-TZVPD", "homo_lumo_gap_ha": 0.28927, "multiplicity": 1, "homo_energy_ev": -7.9, "species": ["C", "C", "I", "C", "P", "I", "H", "H", "H", "H", "H", "H", "H", "Br", "C", "C", "Br", "H", "H", "H", "H", "Br", "C", "C", "Br", "H", "H", "H", "H", "Br", "C", "C", "Br", "H", "H", "H", "H", "Br", "C", "C", "Br", "H", "H", "H", "H", "Br", "C", "C", "Br", "H", "H", "H", "H", "Br", "C", "C", "Br", "H", "H", "H", "H", "Br", "C", "C", "Br", "H", "H", "H", "H", "Br", "C", "C", "Br", "H", "H", "H", "H"], "xyz": [[-0.291308, -0.535522, 0.768308], [1.264744, -0.672417, 1.028611], [1.834106, -2.657292, 1.787901], [2.187962, -0.357544, -0.264461], [3.735409, 0.577442, 0.336054], [2.668681, -2.238033, -1.236607], [-0.563875, 0.564508, 0.903275], [-0.849053, -1.153222, 1.545505], [-0.630055, -0.920345, -0.241545], [1.552677, 0.047589, 1.850742], [1.643905, 0.350707, -0.956332], [3.234698, 1.861853, 0.738153], [4.276801, -0.066928, 1.493305], [-1.133211, 4.067164, 2.101555], [-0.895752, 2.739666, 3.506589], [0.466404, 2.841765, 4.147031], [1.868876, 2.095932, 3.013255], [-1.087823, 1.767685, 3.052644], [-1.675784, 2.955229, 4.239389], [0.496378, 2.251634, 5.064716], [0.759993, 3.867051, 4.368848], [6.453224, 5.083917, 5.770995], [4.997202, 3.790223, 5.697881], [5.441107, 2.497804, 5.059295], [5.569853, 2.672086, 3.123369], [4.173596, 4.268607, 5.169858], [4.711088, 3.624986, 6.738026], [4.699857, 1.714372, 5.226453], [6.412612, 2.155334, 5.412939], [-6.719025, 0.407154, -0.423418], [-5.024367, -0.544598, -0.296573], [-4.548645, -0.604173, 1.134434], [-3.818107, 1.111892, 1.702556], [-4.325694, -0.038880, -0.962144], [-5.225200, -1.546757, -0.678963], [-3.728281, -1.316576, 1.238340], [-5.338827, -0.860313, 1.839159], [3.403564, -2.245850, -4.856327], [1.965782, -3.557033, -4.938925], [2.428453, -4.837987, -5.587485], [2.554971, -4.649823, -7.523065], [1.135018, -3.086088, -5.462064], [1.682598, -3.733683, -3.899023], [1.699205, -5.633928, -5.425623], [3.405867, -5.166717, -5.235640], [-1.960530, -2.139177, 3.967969], [-2.348811, -0.472720, 4.899436], [-3.501788, -0.634784, 5.858626], [-5.207339, -0.670210, 4.916676], [-2.528958, 0.282670, 4.135528], [-1.431832, -0.228654, 5.439616], [-3.564341, 0.222721, 6.530450], [-3.444360, -1.549438, 6.447074], [5.703338, -8.673526, -4.096435], [4.536239, -8.384599, -2.562507], [3.674221, -7.161500, -2.752492], [4.692302, -5.524264, -2.464996], [5.175362, -8.326824, -1.682952], [3.919086, -9.282470, -2.501048], [2.876448, -7.135944, -2.008481], [3.239130, -7.095035, -3.748948], [-5.342536, 3.801418, -6.037396], [-5.937696, 2.425647, -4.790797], [-6.126842, 2.985075, -3.402825], [-4.417294, 3.253980, -2.506758], [-5.205204, 1.621057, -4.832959], [-6.887488, 2.069420, -5.193203], [-6.669428, 2.275925, -2.775533], [-6.644881, 3.943269, -3.393706], [-1.063769, 3.592486, -1.588079], [-0.202589, 3.967378, -3.297531], [-0.369984, 5.412945, -3.697068], [-2.162973, 5.762065, -4.373831], [-0.618872, 3.269223, -4.022260], [0.852069, 3.735541, -3.139206], [0.299278, 5.660524, -4.522345], [-0.199588, 6.106903, -2.875009]], "atomic_forces_ev_per_a": [[0.1, -0.4, 0.6], [-0.4, 0.4, -0.8], [-0.8, 0.7, 1.6], [-0.7, 0.3, 2.2], [1.0, 0.0, -2.0], [0.3, 1.3, -1.4], [0.2, -1.4, -0.4], [0.6, 1.0, -0.9], [0.6, 0.6, 1.0], [-0.4, -1.3, -1.1], [0.6, -1.0, 0.6], [-0.2, -0.9, 0.3], [-1.0, 0.3, 0.0], [0.0, -0.2, 0.0], [-0.1, 0.3, 0.0], [0.1, -0.2, 0.1], [-0.2, 0.6, 0.4], [0.1, 0.1, 0.1], [0.1, 0.0, 0.0], [0.0, 0.1, -0.1], [-0.1, -0.1, -0.1], [-0.1, 0.0, -0.1], [0.2, 0.1, 0.3], [-0.2, -0.1, -0.2], [0.2, 0.0, 0.1], [0.1, -0.1, 0.0], [0.0, 0.0, -0.1], [0.0, 0.1, 0.0], [-0.1, 0.1, 0.0], [0.0, 0.0, -0.1], [-0.2, -0.1, 0.0], [0.3, 0.0, 0.0], [0.0, 0.0, -0.1], [0.0, 0.0, 0.1], [0.0, 0.1, 0.1], [-0.1, 0.1, 0.0], [0.1, 0.0, -0.1], [-0.1, -0.1, -0.3], [0.2, 0.1, 0.3], [-0.2, -0.1, -0.2], [0.1, 0.0, 0.1], [0.1, -0.1, 0.0], [0.0, 0.0, -0.1], [0.0, 0.1, 0.0], [-0.1, 0.2, 0.0], [-0.1, 0.1, 0.0], [0.2, -0.1, 0.1], [-0.2, 0.2, 0.0], [0.0, -0.1, 0.1], [-0.1, -0.1, 0.1], [-0.1, 0.0, 0.0], [0.0, -0.1, -0.1], [0.1, 0.1, -0.1], [0.0, 0.0, 0.1], [0.0, -0.2, -0.2], [0.0, 0.2, 0.3], [-0.1, 0.0, -0.1], [-0.1, 0.1, -0.1], [0.0, 0.1, 0.0], [0.1, -0.1, -0.1], [0.1, -0.1, 0.1], [0.1, -0.1, 0.0], [-0.2, 0.1, -0.2], [0.1, -0.2, 0.3], [-0.2, 0.0, -0.1], [-0.1, 0.1, 0.1], [0.1, 0.0, 0.1], [0.0, 0.0, -0.1], [0.1, -0.1, -0.1], [0.1, 0.0, 0.0], [0.2, 0.0, 0.2], [-0.1, 0.1, -0.3], [0.1, 0.0, 0.1], [0.0, 0.2, 0.0], [-0.1, 0.1, 0.0], [0.0, -0.1, 0.1], [0.0, -0.2, 0.0]]}